(1)
Here is a gas-phase ion, C5H11N2 (charge +1) in a non-equilibrium geometry from the Open Molecules 2025 dataset. Energies are from wB97M-V/def2-TZVPD.

Bonds (Å) are listed after each position.
Element x y z (Å)
1 C -0.438 -1.412 -1.725  C2 1.321, H8 1.075, H9 1.185
2 C 0.450 -1.156 -0.783  C1 1.321, C5 1.649, H10 1.028
3 C -0.376 0.928 0.111  C5 1.421, N6 1.292, N7 1.276
4 C 0.924 -0.556 1.556  C5 1.525, H11 1.056, H12 1.031, H13 1.155
5 C -0.203 -0.416 0.538  C2 1.649, C3 1.421, C4 1.525, H14 1.095
6 N -1.534 1.501 0.147  C3 1.292, H15 0.999, H16 0.993
7 N 0.682 1.512 -0.297  C3 1.276, H17 1.030, H18 1.014
8 H -0.094 -1.963 -2.582  C1 1.075
9 H -1.602 -1.491 -1.515  C1 1.185
10 H 1.478 -1.169 -0.763  C2 1.028
11 H 1.817 -0.191 1.126  C4 1.056
12 H 1.050 -1.564 1.734  C4 1.031
13 H 0.769 0.049 2.527  C4 1.155
14 H -1.145 -0.902 0.812  C5 1.095
15 H -2.317 1.023 0.542  N6 0.999
16 H -1.782 2.363 -0.280  N6 0.993
17 H 1.625 1.100 -0.272  N7 1.030
18 H 0.697 2.345 -0.875  N7 1.014

Values from the calculation:
Multiplicity: 3
LUMO level (alpha / beta): -3.13 / -6.43 eV
Energy above the lowest of the compared OMol25 structures with the same formula, charge and spin: 150.3 kJ/mol
Orbital gap (alpha / beta): 0.2463 / 0.3245 hartree
Charge: +1
HOMO (alpha / beta): -9.8344 / -15.2630 eV

Results of the Löwdin charge analysis, in e, for atoms 1 through 4:
1. C 0.0048
2. C -0.0898
3. C -0.4374
4. C -0.0346



(2)
Here is 2 unconnected molecules or ions with the total composition C5H11N2O in a non-equilibrium geometry from the Open Molecules 2025 dataset. Energies are from wB97M-V/def2-TZVPD.

Bonds (Å) are listed after each position.
Element x y z (Å)
1 O -0.363 0.282 0.789  C2 1.226
2 C 0.646 -0.115 0.216  O1 1.226, C3 1.826, C6 1.483, H9 1.112
3 C 0.533 0.373 -1.539  C2 1.826, C4 1.558, N8 1.338, H10 1.082
4 C -0.058 -0.996 -1.992  C3 1.558, C5 1.527, H11 1.090, H12 1.093
5 C 0.339 -2.073 -0.984  C4 1.527, C6 1.324, H13 1.085
6 C 0.961 -1.556 0.066  C2 1.483, C5 1.324, H14 1.080
7 N -1.137 1.371 3.627  H15 1.006, H16 1.004, H17 1.012
8 N -0.290 1.423 -1.643  C3 1.338, H18 1.012, H19 1.009
9 H 1.506 0.521 0.522  C2 1.112
10 H 1.473 0.666 -1.988  C3 1.082
11 H -1.137 -0.876 -2.087  C4 1.090
12 H 0.375 -1.247 -2.964  C4 1.093
13 H 0.615 -3.072 -1.304  C5 1.085
14 H 1.455 -2.154 0.818  C6 1.080
15 H -1.886 1.994 3.877  N7 1.006
16 H -1.409 0.607 3.035  N7 1.004
17 H -0.731 1.022 4.486  N7 1.012
18 H -0.914 1.552 -0.857  N8 1.012
19 H 0.022 2.279 -2.078  N8 1.009

Values from the calculation:
LUMO level: -7.89 eV
Energy above the lowest of the compared OMol25 structures with the same formula, charge and spin: 593.4 kJ/mol
Orbital gap: 0.1654 hartree
Charge: +1
HOMO: -12.3905 eV

Results of the Löwdin charge analysis, in e, for atoms 1 through 4:
1. O 0.1379
2. C -0.3557
3. C -0.1300
4. C -0.0666



(3)
Here is a gas-phase ion, C5H11N2O (charge +1) in a non-equilibrium geometry from the Open Molecules 2025 dataset. Energies are from wB97M-V/def2-TZVPD.

Bonds (Å) are listed after each position.
Element x y z (Å)
1 C -0.060 -0.908 0.598  C2 1.520, C4 1.518, N6 1.228
2 C -0.650 0.108 -0.366  C1 1.520, C5 1.535, N7 1.531, H9 1.098
3 C 1.289 1.288 0.589  N7 1.411, O8 1.359, H10 1.126
4 C -0.852 -2.203 0.634  C1 1.518, H11 1.028, H12 1.118, H13 1.061
5 C -0.339 -0.166 -1.844  C2 1.535, H14 1.099, H15 1.102, H16 1.133
6 N 0.977 -0.691 1.219  C1 1.228
7 N -0.029 1.427 0.103  C2 1.531, C3 1.411, H17 1.070, H18 1.037
8 O 1.417 1.990 1.746  C3 1.359, H19 1.063
9 H -1.718 0.219 -0.136  C2 1.098
10 H 2.095 1.520 -0.163  C3 1.126
11 H -1.804 -1.894 0.399  C4 1.028
12 H -0.541 -2.561 1.647  C4 1.118
13 H -0.450 -2.933 -0.022  C4 1.061
14 H 0.547 -0.747 -2.139  C5 1.099
15 H -0.339 0.735 -2.478  C5 1.102
16 H -1.086 -0.963 -2.147  C5 1.133
17 H -0.225 2.172 -0.639  N7 1.070
18 H -0.617 1.822 0.860  N7 1.037
19 H 2.385 1.785 2.137  O8 1.063

Values from the calculation:
LUMO level: -3.75 eV
Energy above the lowest of the compared OMol25 structures with the same formula, charge and spin: 436.4 kJ/mol
Orbital gap: 0.3529 hartree
Charge: +1
HOMO: -13.3539 eV

Results of the Löwdin charge analysis, in e, for atoms 1 through 4:
1. C -0.4358
2. C -0.2414
3. C -0.2171
4. C 0.0171



(4)
Here is 2 unconnected molecules or ions with the total composition C5H11N2O in a non-equilibrium geometry from the Open Molecules 2025 dataset. Energies are from wB97M-V/def2-TZVPD.

Bonds (Å) are listed after each position.
Element x y z (Å)
1 C 0.910 -0.763 1.884  N6 1.158, O8 1.187
2 C -1.403 1.314 -1.260  C3 1.539, N7 1.520, H9 1.054, H10 1.071
3 C 0.084 1.043 -1.550  C2 1.539, N7 1.503, H11 1.041, H18 1.039
4 C 3.254 -1.594 2.216  N6 1.422, H12 1.173, H13 1.094, H14 1.093
5 C -1.203 -1.137 -1.634  N7 1.372, H15 1.120, H16 1.126, H17 1.114
6 N 1.877 -1.399 1.919  C1 1.158, C4 1.422
7 N -0.773 -0.032 -0.943  C2 1.520, C3 1.503, C5 1.372, H19 1.041
8 O -0.052 -0.174 1.516  C1 1.187
9 H -1.557 1.985 -0.460  C2 1.054
10 H -2.190 1.211 -1.979  C2 1.071
11 H 0.374 0.786 -2.516  C3 1.041
12 H 3.535 -1.792 3.337  C4 1.173
13 H 3.603 -2.496 1.706  C4 1.094
14 H 3.658 -0.605 1.986  C4 1.093
15 H -1.575 -0.772 -2.625  C5 1.120
16 H -0.418 -1.912 -1.857  C5 1.126
17 H -1.926 -1.787 -1.090  C5 1.114
18 H 0.914 1.399 -1.036  C3 1.039
19 H -0.383 -0.221 0.004  N7 1.041

Values from the calculation:
Multiplicity: 3
LUMO level (alpha / beta): -2.40 / -7.61 eV
Energy above the lowest of the compared OMol25 structures with the same formula, charge and spin: 572.1 kJ/mol
Orbital gap (alpha / beta): 0.2206 / 0.2754 hartree
Charge: +1
HOMO (alpha / beta): -8.4082 / -15.1041 eV

Results of the Löwdin charge analysis, in e, for atoms 1 through 4:
1. C -0.3816
2. C 0.0615
3. C 0.0223
4. C -0.0302



(5)
Here is C5H11N2O2P in the gas phase in a non-equilibrium geometry from the Open Molecules 2025 dataset. Energies are from wB97M-V/def2-TZVPD.

Bonds (Å) are listed after each position.
Element x y z (Å)
1 C -0.425 -0.479 -2.746  O2 1.444, H11 1.054, H12 1.115, H13 1.128
2 O 0.407 0.343 -1.899  C1 1.444, P3 1.604
3 P 0.902 0.240 -0.377  O2 1.604, O4 1.476, N5 2.131, N8 1.680
4 O 2.027 1.184 -0.230  P3 1.476
5 N -0.662 0.943 0.889  P3 2.131, C6 1.514, C7 1.495
6 C -0.766 2.445 0.727  N5 1.514, C7 1.452, H14 1.012, H15 1.092
7 C -0.109 1.895 1.900  N5 1.495, C6 1.452, H16 1.046, H17 1.111
8 N 1.026 -1.375 0.069  P3 1.680, C9 1.500, C10 1.431
9 C 0.757 -1.989 1.411  N8 1.500, C10 1.481, H18 1.060, H19 1.039
10 C -0.180 -2.119 0.272  N8 1.431, C9 1.481, H20 1.128, H21 1.075
11 H -1.464 -0.439 -2.570  C1 1.054
12 H 0.012 -1.451 -3.072  C1 1.115
13 H -0.347 0.154 -3.676  C1 1.128
14 H -1.720 2.691 0.955  C6 1.012
15 H -0.303 3.036 -0.066  C6 1.092
16 H 0.933 1.923 1.983  C7 1.046
17 H -0.686 1.901 2.849  C7 1.111
18 H 0.605 -1.391 2.273  C9 1.060
19 H 1.438 -2.761 1.265  C9 1.039
20 H -0.310 -3.120 -0.231  C10 1.128
21 H -1.137 -1.629 0.276  C10 1.075

Values from the calculation:
LUMO level: 0.82 eV
SMILES: COP(=O)(N1CC1)N1CC1
Energy above the lowest of the compared OMol25 structures with the same formula, charge and spin: 174.6 kJ/mol
Orbital gap: 0.3546 hartree
HOMO: -8.8279 eV

Results of the Löwdin charge analysis, in e, for atoms 1 through 4:
1. C -0.0906
2. O -0.2581
3. P 0.6431
4. O -0.2908



(6)
Here is a gas-phase ion, C5H11N2S (charge +1) in a non-equilibrium geometry from the Open Molecules 2025 dataset. Energies are from wB97M-V/def2-TZVPD.

Bonds (Å) are listed after each position.
Element x y z (Å)
1 C 1.269 0.047 0.683  N6 1.250, N7 1.334
2 C -1.290 0.678 0.268  C3 1.546, C4 1.569, H9 1.045, H10 1.178
3 C -1.615 -0.177 -0.978  C2 1.546, C5 1.471, H11 1.099, H12 1.021
4 C -0.124 1.723 0.152  C2 1.569, N6 1.439, H13 1.133, H14 1.079
5 C -0.558 -1.198 -1.040  C3 1.471, S8 1.762, H15 1.088
6 N 1.215 1.265 0.411  C1 1.250, C4 1.439, H16 1.000
7 N 2.295 -0.668 1.149  C1 1.334, H17 1.025, H18 0.973
8 S -0.920 -2.772 -0.334  C5 1.762, H19 1.400
9 H -2.097 1.329 0.401  C2 1.045
10 H -1.064 -0.094 1.129  C2 1.178
11 H -2.591 -0.680 -0.916  C3 1.099
12 H -1.639 0.377 -1.835  C3 1.021
13 H -0.074 2.324 -0.807  C4 1.133
14 H -0.435 2.456 0.881  C4 1.079
15 H 0.311 -1.154 -1.691  C5 1.088
16 H 1.951 1.941 0.377  N6 1.000
17 H 1.978 -1.625 1.337  N7 1.025
18 H 3.144 -0.263 1.396  N7 0.973
19 H 0.245 -3.509 -0.582  S8 1.400

Values from the calculation:
LUMO level (alpha / beta): -5.15 / -5.15 eV
Energy above the lowest of the compared OMol25 structures with the same formula, charge and spin: 386.8 kJ/mol
Orbital gap (alpha / beta): 0.2599 / 0.2596 hartree
Charge: +1
HOMO (alpha / beta): -12.2233 / -12.2179 eV

Results of the Löwdin charge analysis, in e, for atoms 1 through 4:
1. C -0.2262
2. C -0.1600
3. C -0.2424
4. C -0.1681



(7)
Here is 2 unconnected molecules or ions with the total composition C5H11N3 in a non-equilibrium geometry from the Open Molecules 2025 dataset. Energies are from wB97M-V/def2-TZVPD.

Bonds (Å) are listed after each position.
Element x y z (Å)
1 C -1.201 0.303 -1.343  C5 1.429, N6 1.172
2 C 2.319 0.046 -0.584  C3 1.546, H9 1.069, H10 1.033, H11 1.019
3 C 1.474 0.369 0.670  C2 1.546, C4 1.533, H12 1.085, H13 1.077
4 C 0.280 1.305 0.449  C3 1.533, H14 1.067, H15 1.079
5 C -1.622 -0.490 -0.231  C1 1.429, N7 1.361, N8 1.379
6 N -1.132 0.673 -2.453  C1 1.172
7 N -0.866 -1.568 0.114  C5 1.361, H16 1.023, H17 1.017
8 N -2.819 -0.144 0.361  C5 1.379, H18 0.949, H19 1.044
9 H 2.811 -0.876 -0.359  C2 1.069
10 H 2.972 0.803 -0.845  C2 1.033
11 H 1.810 -0.224 -1.423  C2 1.019
12 H 0.995 -0.566 0.943  C3 1.085
13 H 2.095 0.545 1.532  C3 1.077
14 H -0.228 1.318 1.387  C4 1.067
15 H 0.232 1.893 -0.454  C4 1.079
16 H 0.143 -1.527 -0.045  N7 1.023
17 H -1.211 -2.132 0.888  N7 1.017
18 H -3.367 0.543 0.004  N8 0.949
19 H -2.686 -0.272 1.388  N8 1.044

Values from the calculation:
LUMO level (alpha / beta): 0.50 / 0.63 eV
Energy above the lowest of the compared OMol25 structures with the same formula, charge and spin: 453.4 kJ/mol
Orbital gap (alpha / beta): 0.2900 / 0.2574 hartree
HOMO (alpha / beta): -7.3887 / -6.3752 eV

Results of the Löwdin charge analysis, in e, for atoms 1 through 4:
1. C -0.2889
2. C -0.0926
3. C -0.3065
4. C -0.0184